2 unconnected molecules or ions with the total composition C21H34N4O4P at a distorted geometry, computed with ωB97M-V with the def2-TZVPD basis set.

Geometry (Å):
C1 1.52 1.60 4.62
C2 0.51 0.95 3.72
O1 0.67 -0.15 3.28
N1 -0.64 1.74 3.42
C3 -1.68 0.88 2.84
C4 -0.20 2.79 2.48
C5 -1.31 3.42 1.68
C6 -0.72 4.51 0.75
C7 -1.12 4.31 -0.72
C8 -0.78 2.91 -1.15
C9 -1.74 1.95 -1.44
C10 -1.34 0.65 -1.75
P1 -2.58 -0.61 -2.16
N2 -2.59 -0.87 -3.67
O2 -3.96 -0.13 -1.53
O3 -2.09 -1.86 -1.29
C11 0.02 0.33 -1.76
C12 0.95 1.32 -1.46
C13 2.42 1.05 -1.37
C14 2.84 0.97 0.12
C15 3.62 -0.30 0.45
C16 2.66 -1.44 0.76
O4 3.41 -2.60 1.03
N3 0.53 2.56 -1.17
H1 2.25 0.87 4.93
H2 2.01 2.40 4.07
H3 1.00 2.03 5.47
H4 -2.62 1.42 2.87
H5 -1.48 0.59 1.81
H6 -1.81 0.00 3.45
H7 0.59 2.42 1.81
H8 0.27 3.59 3.06
H9 -2.01 3.90 2.36
H10 -1.87 2.69 1.10
H11 -1.00 5.49 1.10
H12 0.37 4.44 0.80
H13 -2.17 4.50 -0.90
H14 -0.56 4.99 -1.36
H15 -2.78 2.23 -1.41
H16 -3.51 -0.72 -4.07
H17 -4.04 -0.30 -0.59
H18 -1.79 -1.59 -0.41
H19 0.35 -0.66 -2.01
H20 2.95 1.86 -1.86
H21 2.62 0.10 -1.86
H22 3.42 1.85 0.39
H23 1.96 0.99 0.76
H24 4.20 -0.60 -0.41
H25 4.27 -0.17 1.30
H26 2.02 -1.59 -0.11
H27 2.04 -1.18 1.62
H28 2.99 -3.10 1.74
H29 1.20 3.28 -0.93
N4 -0.02 -7.23 -2.31
C17 -0.12 -6.33 -1.34
C18 -0.68 -5.07 -1.52
C19 -1.14 -4.72 -2.78
C20 -1.03 -5.65 -3.80
C21 -0.47 -6.88 -3.51
H30 0.25 -6.63 -0.37
H31 -0.74 -4.37 -0.69
H32 -1.57 -3.75 -2.96
H33 -1.38 -5.42 -4.80
H34 -0.37 -7.64 -4.28

Values from the calculation:
Strongest force on any atom, eV/A: 1.16
Net charge: +1
E_HOMO, Eh: -0.4129
HOMO-LUMO gap, hartree: 0.250